# 1
51
Properties=species:S:1:pos:R:3:forces:R:3:mulliken_charge:R:1 method="wB97M-V/def2-TZVPD" lumo_ev="-1.4 / -3.0" multiplicity=6 s2=8.8182
Ru 0.413 -0.350 -0.359 -1.902 -0.661 3.303 0.3986
S -2.092 -3.948 2.374 -0.062 1.127 -0.384 -0.5445
Sb -2.094 -1.873 1.412 -0.110 -0.877 0.074 1.0335
S -0.196 -0.518 2.028 0.159 -0.192 -1.194 -0.5408
S -1.582 -1.818 -0.914 0.439 0.475 0.560 -0.5327
S -4.178 -0.677 1.791 0.564 -0.527 0.378 -0.4206
N -4.513 1.368 -0.573 -0.331 0.296 -0.333 -0.5718
C -3.412 2.326 -0.495 0.198 0.053 -0.057 -0.6771
C -2.153 1.629 -1.038 -0.567 -0.155 0.060 -0.2755
N -0.931 1.841 -0.268 0.250 0.004 0.240 -0.3685
H -5.385 1.784 -0.262 0.014 -0.038 -0.128 0.2426
H -4.205 0.094 0.660 0.185 -0.056 -0.105 0.2635
H -4.638 1.044 -1.528 -0.090 0.023 0.101 0.1837
H -3.279 2.578 0.564 0.068 -0.027 -0.136 0.3388
H -3.615 3.258 -1.039 0.037 -0.033 0.113 0.3323
H -1.961 1.918 -2.072 -0.006 0.003 -0.009 0.4239
H -2.377 0.553 -1.038 0.165 0.328 -0.032 0.0010
H -1.141 1.848 0.732 0.159 -0.073 -0.237 0.2540
H -0.510 2.737 -0.501 0.079 -0.142 0.095 0.2429
C 2.567 3.017 0.097 0.022 -0.112 0.044 -0.9835
C 3.535 2.386 1.101 -0.124 -0.037 0.071 0.0351
C 2.804 1.952 2.376 0.040 0.025 -0.123 -1.0787
C 4.254 1.206 0.499 -0.019 0.141 -0.019 0.5216
C 5.626 1.197 0.426 0.031 0.070 0.031 -0.7245
C 6.321 0.125 -0.118 -0.052 0.002 0.005 -1.0155
C 5.619 -0.976 -0.588 0.034 -0.013 0.003 -0.8703
C 4.245 -1.051 -0.528 -0.050 -0.233 0.010 0.3589
C 3.584 -2.301 -1.059 -0.184 0.011 -0.136 0.2827
C 2.513 -2.878 -0.137 -0.128 0.246 -0.134 -0.5783
C 3.036 -2.043 -2.465 -0.007 0.061 0.116 -1.0300
C 3.498 0.071 0.003 1.427 -0.021 0.011 0.5667
N 2.208 0.115 0.052 -0.639 0.077 -0.067 -0.0416
H 2.054 3.861 0.552 -0.056 0.151 0.037 0.4893
H 1.829 2.271 -0.206 0.053 0.325 0.000 -0.1534
H 3.098 3.361 -0.788 0.012 0.076 -0.101 0.3446
H 4.292 3.132 1.374 -0.061 -0.138 -0.071 0.5884
H 2.010 1.249 2.122 -0.015 0.052 0.151 -0.1088
H 2.365 2.813 2.874 -0.059 0.081 0.083 0.4361
H 3.492 1.460 3.061 -0.011 -0.005 0.097 0.3672
H 6.182 2.044 0.802 -0.030 0.117 0.048 0.4047
H 7.399 0.143 -0.163 0.080 0.005 -0.022 0.3901
H 6.172 -1.804 -1.010 -0.029 -0.113 0.002 0.4208
H 4.369 -3.062 -1.151 -0.034 0.161 0.054 0.5104
H 1.593 -2.255 -0.154 0.457 -0.593 0.141 -0.3652
H 2.883 -2.933 0.885 -0.172 -0.022 0.116 0.3877
H 2.231 -3.873 -0.472 -0.074 -0.078 0.021 0.4801
H 2.250 -1.285 -2.427 0.190 -0.162 -0.112 0.0437
H 2.610 -2.951 -2.885 -0.058 -0.085 -0.053 0.4063
H 3.827 -1.686 -3.121 0.009 0.026 -0.103 0.3813
O 0.602 1.072 -2.694 -0.409 -2.221 0.965 -0.2109
N 0.481 0.011 -2.163 0.609 2.677 -3.371 -0.0387

***

# 2
50
Properties=species:S:1:pos:R:3:forces:R:3:mulliken_charge:R:1 method="wB97M-V/def2-TZVPD" lumo_ev=0.6 relative_energy_ev=0.000 smiles=CCCCc1nnc(SCCSc2nnc(CCCC)n2N)n1N multiplicity=1
C 2.747 4.883 0.854 -0.147 -0.067 -0.199 -1.3957
H 2.327 5.443 1.687 0.011 0.084 0.109 0.3389
C 1.666 4.063 0.162 0.087 -0.046 0.278 -0.1170
C 1.019 3.065 1.119 -0.105 0.068 -0.304 -0.9366
H 0.598 3.600 1.972 0.025 -0.023 0.069 0.4731
H 1.780 2.375 1.487 0.025 0.009 0.103 0.3619
C -0.094 2.259 0.444 0.090 0.081 0.281 -0.5961
C 0.441 1.391 -0.630 -0.262 0.130 -0.180 0.8941
N 1.548 0.701 -0.632 -0.042 0.527 1.090 -0.6948
N 1.698 0.123 -1.845 0.095 -0.215 -1.048 -0.3743
C 0.659 0.450 -2.562 -0.001 0.004 -0.086 0.4374
N -0.179 1.251 -1.841 0.596 -0.312 0.021 0.4699
N -1.446 1.717 -2.165 -0.423 0.042 -0.155 -0.9497
H -2.132 0.999 -1.913 0.264 -0.062 -0.070 0.2961
H -1.498 1.865 -3.171 0.078 0.065 0.238 0.2637
S 0.315 0.049 -4.217 0.106 0.107 -0.335 -0.2328
C 1.485 -1.323 -4.462 -0.239 0.258 0.084 -0.7005
C 0.906 -2.668 -4.056 0.078 -0.030 0.357 -0.7128
H -0.181 -2.685 -4.140 0.064 -0.079 -0.134 0.3921
H 1.340 -3.466 -4.660 -0.038 -0.025 0.039 0.4240
S 1.306 -3.114 -2.339 0.051 -0.329 -0.146 -0.2498
C 0.035 -2.261 -1.514 0.031 -0.084 -0.057 0.5785
N -1.103 -1.845 -1.996 0.541 -0.750 -0.650 -0.3818
N -1.779 -1.260 -0.985 -0.669 0.575 0.813 -0.8553
C -1.062 -1.347 0.101 0.184 0.033 0.143 1.2628
N 0.121 -1.971 -0.184 -0.467 0.034 -0.569 0.5445
N 1.198 -2.112 0.681 0.404 0.019 0.308 -0.8950
H 1.746 -1.245 0.656 -0.140 -0.113 -0.244 0.2922
H 1.791 -2.867 0.344 -0.203 0.103 0.111 0.2626
C -1.443 -0.937 1.470 -0.018 -0.346 0.073 -1.4231
H -2.271 -0.230 1.407 0.075 0.069 -0.012 0.4588
H -0.585 -0.465 1.955 -0.074 0.118 0.050 0.3127
C -1.862 -2.163 2.290 -0.027 0.367 0.236 -0.7718
C -2.259 -1.775 3.711 0.007 -0.320 -0.121 -0.2565
C -2.667 -2.992 4.532 0.033 0.256 -0.015 -1.3153
H -2.947 -2.698 5.540 -0.046 -0.069 0.120 0.3925
H -3.515 -3.495 4.073 -0.092 -0.099 -0.013 0.3282
H -1.844 -3.701 4.596 0.059 -0.116 0.033 0.3310
H -3.090 -1.067 3.674 0.021 0.100 0.013 0.3018
H -1.417 -1.276 4.196 -0.001 0.102 0.006 0.3043
H -2.703 -2.653 1.795 0.011 -0.060 -0.044 0.3735
H -1.029 -2.868 2.325 -0.006 -0.068 -0.039 0.3379
H 1.707 -1.313 -5.529 0.015 0.055 0.025 0.4356
H 2.381 -1.077 -3.891 0.052 -0.058 -0.150 0.3871
H -0.605 1.650 1.191 -0.109 0.029 -0.042 -0.0038
H -0.833 2.923 -0.010 -0.027 -0.026 0.095 0.3486
H 2.105 3.519 -0.677 -0.046 0.010 -0.082 0.2521
H 0.899 4.732 -0.237 -0.042 -0.017 -0.074 0.2791
H 3.529 4.232 1.237 0.120 -0.031 0.068 0.3436
H 3.196 5.587 0.159 0.104 0.099 0.003 0.3838

***

# 3
81
Properties=species:S:1:pos:R:3:forces:R:3:mulliken_charge:R:1 method="wB97M-V/def2-TZVPD" lumo_ev=-3.2 total_charge=-1 multiplicity=1
C 6.741 1.097 -1.196 0.163 1.481 -0.287 -0.9700
C 6.371 2.627 -1.129 0.958 -1.515 0.454 -0.3365
O 5.451 2.915 -2.198 0.827 1.129 0.124 -0.3951
C 5.458 4.256 -2.581 -1.072 0.730 -0.328 -1.3438
C 4.008 4.888 -2.090 0.192 -2.389 2.492 -1.4543
O 3.034 3.853 -2.303 0.568 2.268 -0.144 -0.0411
C 1.712 4.372 -2.662 -0.374 0.328 0.327 -0.7288
Al 0.179 3.457 -1.586 -0.202 -1.999 -1.406 0.2925
C 0.412 3.654 0.446 -0.465 0.472 1.060 -0.2065
C 0.178 1.478 -2.111 -0.648 1.382 -0.159 0.3347
C -0.659 1.277 -3.430 1.841 -0.215 2.239 0.3066
O -1.005 0.208 -3.712 -0.873 -1.133 -1.371 -0.4488
Br -1.125 2.787 -4.632 0.202 0.172 -0.046 -0.2857
H 5.864 0.439 -1.022 0.633 0.455 -0.027 0.3591
H 7.538 0.962 -0.428 -0.743 -0.185 -0.617 0.2866
H 7.166 0.927 -2.216 -0.299 -0.171 0.893 0.2929
H 5.978 2.843 -0.108 -0.148 0.162 -0.816 0.2229
H 7.324 3.205 -1.265 -0.813 -0.336 0.021 0.2967
H 6.346 4.858 -2.162 -1.196 -0.805 -0.481 0.4372
H 5.488 4.338 -3.738 0.120 -0.604 1.575 0.6111
H 3.803 5.882 -2.654 -3.741 -7.922 9.198 1.6205
H 4.145 5.065 -0.952 -0.263 0.000 -1.360 0.3759
H 1.617 5.515 -2.629 0.638 -0.709 -0.258 0.2841
H 1.515 4.062 -3.722 -0.110 0.466 0.804 0.2775
H -1.165 4.197 -2.073 0.200 0.632 0.656 -0.2389
H 0.328 2.636 0.951 0.179 1.007 -0.554 -0.4946
H -0.457 4.324 0.844 0.915 -1.191 0.065 0.3675
H 1.402 4.129 0.786 -0.615 -2.476 0.824 0.3388
H -0.347 0.845 -1.350 0.473 0.348 -0.710 -0.3869
H 1.209 1.076 -2.246 -0.796 0.153 -0.155 0.4212
Ca 0.885 5.747 0.095 -0.530 3.511 -0.843 1.0519
C -0.001 10.041 4.650 -0.305 -0.062 1.003 0.5694
F -1.238 9.554 4.864 0.248 0.015 -0.388 -0.2239
F 0.000 11.302 5.110 0.124 -0.177 -0.467 -0.2132
F 0.830 9.340 5.447 0.012 0.041 -0.448 -0.2287
S 0.489 9.947 2.870 0.402 0.885 -1.228 1.1091
O -0.495 10.738 2.168 -0.210 -0.248 0.408 -0.6539
O 0.434 8.522 2.548 -0.009 -0.931 -0.087 -0.6356
O 1.827 10.499 2.819 -0.042 -0.297 0.442 -0.6681
C -2.998 -0.934 -1.425 -0.079 0.101 -0.025 -0.5313
C -2.243 -1.194 -0.129 -0.091 -0.265 -0.064 0.0394
O -3.042 -1.758 0.886 -0.020 0.394 0.199 -0.4956
C -3.632 -3.020 0.588 0.053 -0.317 -0.141 -0.2862
C -2.614 -4.106 0.287 0.149 0.010 0.054 -0.7817
H -3.851 -0.275 -1.240 0.029 -0.027 0.010 0.2979
H -2.342 -0.464 -2.161 -0.165 -0.152 0.168 -0.1143
H -3.385 -1.854 -1.864 0.083 -0.006 -0.013 0.2998
H -1.874 -0.240 0.264 -0.053 -0.020 0.185 0.0489
H -1.359 -1.817 -0.306 0.021 -0.002 -0.056 0.2258
H -4.353 -2.917 -0.228 0.048 -0.013 -0.022 0.2474
H -4.206 -3.310 1.470 0.072 0.207 0.036 0.3575
H -2.012 -3.872 -0.595 -0.068 -0.044 -0.059 0.2277
H -3.117 -5.057 0.104 -0.041 0.067 0.000 0.3332
H -1.928 -4.229 1.128 -0.054 0.039 -0.008 0.1638
Be 1.070 0.845 1.655 0.062 -1.021 0.385 -0.0024
C 10.197 -1.084 -1.188 -0.044 -0.151 0.031 0.3765
Cl 10.655 0.543 -0.647 -0.023 -0.062 -0.034 -0.1115
Cl 10.108 -1.112 -2.958 0.002 0.034 0.127 -0.0989
Cl 11.407 -2.250 -0.638 -0.112 0.146 -0.059 -0.0935
Cl 8.617 -1.506 -0.512 0.266 -0.178 -0.036 -0.0763
N -6.664 -6.184 0.908 -0.499 -0.375 -0.061 -0.3052
S -6.328 -6.364 -0.626 1.418 0.599 -2.744 1.0695
O -7.419 -6.268 -1.550 -0.385 -0.170 0.734 -0.6159
O -5.292 -7.288 -0.968 -0.270 -0.278 0.745 -0.5970
F -5.583 -4.974 -0.897 -0.224 0.197 0.811 -0.1758
S -7.493 -7.387 1.480 -0.733 -1.280 1.452 0.8980
O -8.091 -7.113 2.761 0.486 0.628 -0.364 -0.6369
O -6.946 -8.704 1.345 0.143 0.649 -0.425 -0.4018
F -8.786 -7.446 0.540 -0.209 0.079 -0.233 -0.2571
O -5.870 -11.276 3.274 0.030 -0.133 -0.030 -0.5088
S -6.895 -11.916 2.439 0.790 -0.323 -0.129 1.2147
O -6.429 -11.962 1.048 0.054 -0.083 0.102 -0.5124
O -8.164 -11.140 2.516 6.958 -4.264 -0.053 -0.5490
O -7.129 -13.285 2.920 0.017 0.050 0.014 -0.5689
Cs 4.411 6.673 -3.814 4.558 8.492 -10.830 1.0577
Cs -9.928 -10.154 2.569 -7.607 4.716 0.126 0.8397
O 1.804 -3.089 3.669 0.022 0.272 -0.042 -0.5634
S 0.454 -2.695 3.233 0.158 -0.099 -0.040 1.2659
O 0.018 -1.520 4.011 0.059 -0.023 0.125 -0.5622
O -0.493 -3.800 3.449 -0.173 0.223 -0.063 -0.5050
O 0.485 -2.358 1.797 0.128 0.119 -0.184 -0.5141

***

# 4
53
Properties=species:S:1:pos:R:3:forces:R:3:mulliken_charge:R:1 method="wB97M-V/def2-TZVPD" lumo_ev=2.3 total_charge=-1 multiplicity=1
Au 0.698 0.697 -0.130 -0.012 0.598 0.012 0.4459
N -0.116 1.692 3.273 0.136 0.487 -0.724 -0.4395
C -0.614 0.450 3.126 -0.342 -1.055 0.333 0.1457
N -0.690 -0.200 2.002 -0.202 0.066 -0.031 0.4531
C -1.241 -1.458 2.156 0.078 0.254 0.535 -0.2327
C -1.547 -1.797 3.434 0.025 -0.035 0.071 -0.3970
S -1.174 -0.504 4.516 0.156 0.283 -0.426 -0.3020
C -1.514 -2.296 0.985 -0.353 -0.255 -0.161 -0.6737
C -2.458 -3.271 0.932 0.021 -0.139 0.078 -0.2449
S -2.497 -3.997 -0.640 0.357 0.297 -0.027 -0.3148
C -1.211 -2.882 -1.123 -0.536 -0.415 0.353 0.1413
N -0.833 -2.086 -0.184 0.347 0.280 -0.128 0.2780
N -0.668 -2.920 -2.359 0.321 0.207 -0.018 -0.3674
H -0.147 2.220 2.376 -0.007 -0.061 0.375 0.3399
H -0.400 2.198 4.093 -0.043 0.040 -0.042 0.2379
H -1.955 -2.718 3.814 0.001 -0.044 -0.085 0.4491
H -3.118 -3.619 1.709 -0.063 0.108 0.002 0.4336
H -1.080 -3.460 -3.093 0.034 0.033 -0.059 0.1787
H 0.090 -2.273 -2.543 -0.122 -0.086 -0.055 0.2260
C -2.333 1.607 -0.748 0.087 0.099 0.122 -0.6625
C -1.787 2.498 0.367 -0.103 0.062 0.067 0.8131
O -2.563 3.142 1.071 0.029 -0.031 -0.030 -0.7321
O -0.503 2.508 0.516 0.222 -0.554 0.050 -0.8312
H -3.382 1.824 -0.937 -0.008 0.021 0.030 0.3292
H -2.228 0.569 -0.424 -0.001 -0.057 -0.062 -0.1038
H -1.745 1.738 -1.657 0.009 -0.040 -0.004 0.2490
C 5.665 0.620 -1.820 -0.295 -0.267 0.072 -1.1259
Si 4.023 0.970 -0.909 0.590 0.817 0.024 0.4880
C 4.527 1.326 0.889 -0.231 -0.234 -0.074 -1.0072
C 3.424 2.621 -1.635 -0.121 -0.298 0.044 -1.0720
As 2.367 -0.635 -1.209 0.030 -0.117 -0.215 -0.4657
Si 3.009 -2.131 0.448 0.382 -0.858 0.623 0.5730
C 4.857 -2.589 0.295 -0.120 0.338 -0.186 -1.1572
C 2.154 -3.826 0.223 -0.156 0.368 -0.135 -1.1100
C 2.756 -1.653 2.267 -0.111 0.213 -0.287 -0.6682
H 6.376 1.438 -1.688 -0.053 0.061 0.063 0.3094
H 5.493 0.491 -2.891 -0.008 -0.008 -0.013 0.2998
H 6.131 -0.296 -1.448 0.021 -0.012 -0.019 0.2792
H 5.135 2.229 0.977 0.039 0.030 -0.137 0.4100
H 5.101 0.494 1.305 0.002 0.005 0.031 0.2656
H 3.636 1.457 1.506 -0.006 0.015 0.006 0.2072
H 4.202 3.389 -1.625 0.106 -0.071 0.040 0.3435
H 2.567 2.990 -1.070 -0.033 0.002 -0.009 0.2514
H 3.100 2.480 -2.670 -0.026 0.019 -0.009 0.2953
H 5.106 -2.850 -0.737 0.004 -0.010 -0.015 0.2886
H 5.110 -3.442 0.928 -0.086 -0.015 0.071 0.3880
H 5.499 -1.753 0.583 0.033 -0.004 -0.012 0.2765
H 1.955 -4.014 -0.835 -0.015 -0.045 -0.007 0.2811
H 1.198 -3.859 0.750 -0.065 0.028 -0.019 0.2287
H 2.773 -4.642 0.601 0.092 0.062 0.054 0.4054
H 3.316 -0.749 2.513 -0.003 0.002 0.010 0.2709
H 3.067 -2.445 2.952 0.052 -0.102 -0.088 0.3900
H 1.701 -1.440 2.448 -0.049 0.018 0.011 -0.0645

***

# 5
58
Properties=species:S:1:pos:R:3:forces:R:3:mulliken_charge:R:1 method="wB97M-V/def2-TZVPD" lumo_ev="-0.9 / -1.1" relative_energy_ev=1.503 multiplicity=4 s2=3.7872
Cr -14.162 4.210 -4.648 -0.702 -0.467 0.420 -0.3158
O -15.132 7.341 -6.448 0.325 -1.963 -1.516 -0.5526
P -15.005 7.151 -4.890 -0.547 1.496 1.851 0.6498
O -15.712 8.226 -4.172 0.271 -0.766 -0.568 -0.7577
O -15.282 5.700 -4.455 -0.440 0.417 -0.534 0.3715
O -13.403 7.302 -4.554 1.889 -0.886 -0.797 -0.3424
P -12.434 5.978 -4.709 -0.975 1.529 -0.183 0.7691
O -10.946 6.478 -4.981 -1.221 -0.644 0.165 -0.4933
O -12.872 5.188 -5.946 -0.129 -0.042 1.134 -0.4843
O -12.745 5.171 -3.446 0.552 -0.095 -1.115 -0.0806
H -14.955 6.504 -6.988 -0.225 1.568 1.110 0.3740
H -10.655 7.132 -4.354 0.376 0.627 0.533 0.3391
Br -11.841 2.359 -2.454 -0.025 -0.413 -1.050 -0.0626
C -12.127 1.833 -4.296 -1.510 1.654 0.505 0.0876
C -11.402 0.829 -4.866 0.968 -1.579 -0.226 -0.4993
C -11.786 0.308 -6.105 -0.686 -0.164 -0.542 -0.3863
C -12.836 0.927 -6.804 -0.076 -0.558 -0.132 -0.5701
C -13.462 1.989 -6.197 0.282 1.069 1.205 0.5696
N -13.155 2.457 -4.937 1.393 -1.782 -1.039 0.5495
C -14.636 2.690 -6.872 -0.376 -0.198 2.035 0.1967
O -15.017 2.282 -7.919 -0.386 -0.240 -1.756 -0.6639
O -15.259 3.547 -6.098 1.081 0.013 -0.151 -0.0743
H -10.568 0.343 -4.336 -0.629 0.438 -0.119 0.3977
H -11.363 -0.642 -6.491 0.025 0.952 0.287 0.3821
H -13.291 0.610 -7.771 0.769 0.131 0.880 0.4623
C -15.809 5.288 1.618 2.561 3.199 0.917 -1.0931
Si -14.972 5.115 -0.023 1.503 -0.382 1.081 0.2616
C -13.055 4.923 0.234 -2.071 1.860 -1.014 -0.8063
C -15.215 6.640 -1.037 1.741 -0.213 -1.007 -0.1677
C -15.536 3.455 -0.744 -0.289 -1.380 -0.432 -0.7930
Te -15.912 2.955 -2.815 -0.164 0.706 -0.219 0.2292
C -17.619 4.232 -3.169 -0.046 -0.672 -0.485 -0.9274
Si -18.490 3.817 -4.851 1.428 -1.179 0.089 0.2200
C -18.154 5.014 -6.201 1.075 1.652 0.004 -0.5170
C -17.923 2.056 -5.365 1.072 -0.365 -1.184 -1.2553
C -20.241 3.582 -4.476 -1.160 -0.963 2.601 -1.1615
H -15.291 6.308 2.022 -0.991 -1.971 -0.972 0.1931
H -15.549 4.638 2.433 -0.526 -0.754 0.119 0.3696
H -16.807 5.617 1.498 -1.385 -0.254 0.277 0.3761
H -12.714 5.861 0.689 0.074 -0.346 0.303 0.2830
H -12.751 5.022 -0.811 0.611 -0.673 0.000 -0.0287
H -12.786 4.048 0.769 0.596 -0.771 0.267 0.3811
H -15.674 7.560 -0.688 -0.061 -0.222 0.302 0.5295
H -15.758 6.274 -1.902 -0.060 0.434 -0.512 -0.3969
H -14.141 6.877 -1.391 -1.725 -0.131 0.254 0.0901
H -16.515 3.132 -0.310 0.744 0.271 -0.118 0.4561
H -14.813 2.607 -0.547 -0.613 1.069 0.251 0.4275
H -17.305 5.261 -3.108 0.179 0.307 0.115 0.1234
H -18.305 3.975 -2.357 0.037 0.137 -0.029 0.7036
H -17.068 4.933 -6.349 -0.130 0.095 0.059 -0.1708
H -18.323 6.106 -5.945 -0.072 -1.243 -0.209 0.2976
H -18.549 4.804 -7.191 -0.481 -0.154 0.119 0.4517
H -16.967 1.907 -6.015 -1.934 0.562 0.977 0.1756
H -18.787 1.634 -5.883 0.040 0.164 -0.690 0.4394
H -17.841 1.294 -4.599 0.211 0.207 0.800 0.4875
H -20.277 2.931 -3.528 0.127 0.355 -1.370 0.2427
H -20.820 3.073 -5.237 -0.139 0.119 -0.161 0.3353
H -20.758 4.449 -4.072 -0.160 0.437 -0.528 0.3781

***

Number 1: calculated total energy -2771.086829 Eh. Number 2: calculated total energy -1783.442499 Eh. Number 3: calculated total energy -9913.334977 Eh. Number 4: calculated total energy -4666.221660 Eh. Number 5: calculated total energy -6430.188423 Eh.